(1)
The following is a quantum chemistry calculation of C2H3N3O in the gas phase, from the Open Molecules 2025 dataset.

Summary:
SMILES: [H]/N=C(\O)N1C=N1
E_HOMO, eV: -10.34
Electronic energy, a.u.: -317.4096
Frontier orbital gap, eV: 11.21

Positions of all 9 atoms, in Å:
O -1.8847 -0.2590 -0.1962
C -0.6440 0.1564 0.1188
N 0.3239 -0.5923 -0.6346
C 1.6492 -0.4560 -0.1540
N 1.5123 0.3395 -1.0913
N -0.3509 1.0605 0.9468
H -1.7987 -0.9464 -0.8766
H 2.3204 -0.8848 0.5844
H -1.2047 1.4732 1.3202

natural (NBO) analysis output, partial charges in e: -0.669 0.649 -0.426 0.218 -0.144 -0.720 0.500 0.231 0.360


(2)
The following is a quantum chemistry calculation of a molecular structure, C2H3N3O, from the Open Molecules 2025 dataset.

Summary:
E_HOMO, eV: -10.18
Electronic energy, a.u.: -317.4131
Frontier orbital gap, eV: 10.15

Positions of all 9 atoms, in Å:
O -1.8805 -0.6396 0.0506
C -0.6446 -0.1087 0.0608
N 0.4970 -0.9179 0.2881
C 1.4583 -0.0871 -0.1554
N 0.9952 1.0761 -0.6352
N -0.3176 1.0732 -0.5128
H -2.4825 0.0635 -0.2349
H 2.5119 -0.3127 -0.0671
H -0.1372 -0.1468 1.2060

natural (NBO) analysis output, partial charges in e: -0.642 0.358 -0.415 0.086 -0.206 -0.266 0.502 0.211 0.371


(3)
The following is a quantum chemistry calculation of C2H3N3O in the gas phase in a non-equilibrium geometry, from the Open Molecules 2025 dataset.

Summary:
SMILES: Oc1ncn[nH]1
E_HOMO, eV: -9.56
Electronic energy, a.u.: -317.4976
Frontier orbital gap, eV: 10.36

Positions of all 9 atoms, in Å:
O -1.9727 -0.5337 0.1209
C -0.7326 -0.0579 0.0890
N 0.1388 -0.9553 -0.3131
C 1.3040 -0.2968 -0.2795
N 1.2244 0.9524 0.1164
N -0.1242 1.1016 0.3576
H -1.5851 -1.4055 -0.2048
H 2.2136 -0.7991 -0.5672
H -0.4662 1.9943 0.6807

natural (NBO) analysis output, partial charges in e: -0.638 0.616 -0.594 0.161 -0.300 -0.392 0.519 0.202 0.426